[1]
A molecular structure, C39H51B3ClF4N14S3Y. Source: the Open Molecules 2025 dataset; level of theory: the ωB97M-V functional and the def2-TZVPD basis.

Computed properties:
HOMO (spin up / spin down): -0.37896 / -0.38795 Ha
2S+1: 2
Electronic energy: -121113.85755 eV
Charge: +1

CARTESIAN COORDINATES (ANGSTROEM)
Y (-2.74, -2.24, -0.10)
C (-0.72, 3.10, -2.08)
C (-0.35, 2.43, -0.81)
C (-0.46, 3.02, 0.40)
C (-0.15, 2.31, 1.60)
N (0.39, 1.14, 1.55)
N (0.60, 0.56, 0.33)
B (1.47, -0.67, 0.40)
N (2.05, -0.91, 1.80)
N (2.92, 0.06, 2.13)
C (3.40, 0.08, 3.34)
C (2.97, -0.87, 4.30)
C (2.12, -1.87, 3.96)
C (1.63, -2.90, 4.93)
C (1.70, -1.91, 2.60)
S (0.78, -3.24, 2.03)
C (4.45, 1.13, 3.67)
C (5.78, 0.40, 3.91)
C (4.61, 2.11, 2.51)
C (4.04, 1.90, 4.93)
N (2.60, -0.70, -0.69)
N (3.44, 0.21, -1.11)
C (4.17, -0.13, -2.16)
C (4.06, -1.41, -2.75)
C (3.15, -2.34, -2.30)
C (2.93, -3.68, -2.92)
C (2.39, -1.89, -1.22)
S (0.97, -2.46, -0.36)
C (5.06, 0.98, -2.71)
C (5.90, 1.57, -1.57)
C (5.99, 0.46, -3.81)
C (4.14, 2.06, -3.29)
C (0.13, 1.06, -0.84)
S (0.07, 0.14, -2.24)
C (-0.44, 2.91, 2.96)
C (-0.14, 1.90, 4.07)
C (0.45, 4.15, 3.14)
C (-1.92, 3.31, 3.03)
H (-0.97, 4.15, -1.90)
H (-1.57, 2.60, -2.54)
H (0.10, 3.04, -2.80)
H (-0.82, 4.04, 0.46)
H (3.33, -0.79, 5.32)
H (2.06, -2.74, 5.92)
H (1.88, -3.90, 4.59)
H (0.54, -2.84, 5.00)
H (6.09, -0.15, 3.03)
H (5.70, -0.30, 4.75)
H (6.56, 1.12, 4.16)
H (4.93, 1.60, 1.60)
H (5.36, 2.86, 2.77)
H (3.68, 2.62, 2.29)
H (4.02, 1.26, 5.82)
H (3.06, 2.37, 4.82)
H (4.77, 2.69, 5.13)
H (4.68, -1.65, -3.60)
H (3.72, -3.93, -3.62)
H (1.98, -3.69, -3.45)
H (2.88, -4.46, -2.15)
H (6.56, 0.82, -1.14)
H (5.26, 1.97, -0.79)
H (6.51, 2.38, -1.96)
H (6.64, -0.34, -3.45)
H (6.63, 1.28, -4.14)
H (5.44, 0.11, -4.69)
H (3.48, 2.46, -2.51)
H (3.51, 1.66, -4.09)
H (4.74, 2.88, -3.69)
H (0.90, 1.58, 4.04)
H (-0.77, 1.01, 3.98)
H (-0.34, 2.36, 5.04)
H (1.51, 3.89, 3.11)
H (0.24, 4.61, 4.11)
H (0.26, 4.90, 2.37)
H (-2.56, 2.44, 2.91)
H (-2.18, 4.05, 2.28)
H (-2.13, 3.75, 4.01)
C (-2.78, -3.34, -4.47)
C (-2.16, -3.32, -3.22)
N (-2.86, -2.56, -2.37)
N (-3.94, -2.10, -3.05)
C (-3.91, -2.56, -4.31)
B (-5.08, -1.25, -2.40)
N (-4.51, 0.00, -1.70)
C (-4.87, 1.29, -1.79)
C (-4.20, 2.01, -0.83)
C (-3.42, 1.07, -0.16)
N (-3.60, -0.14, -0.69)
N (-5.77, -2.11, -1.29)
C (-7.07, -2.31, -0.99)
C (-7.15, -3.12, 0.12)
C (-5.83, -3.38, 0.47)
N (-5.00, -2.76, -0.38)
N (-6.07, -0.92, -3.50)
C (-7.02, -1.72, -4.05)
C (-7.41, -1.15, -5.24)
C (-6.62, 0.01, -5.35)
N (-5.80, 0.13, -4.32)
H (-2.46, -3.86, -5.35)
H (-1.27, -3.81, -2.88)
H (-4.68, -2.30, -5.01)
H (-5.57, 1.60, -2.55)
H (-4.27, 3.07, -0.63)
H (-2.77, 1.19, 0.68)
H (-7.85, -1.84, -1.57)
H (-8.05, -3.47, 0.61)
H (-5.43, -3.96, 1.28)
H (-7.32, -2.64, -3.59)
H (-8.16, -1.51, -5.92)
H (-6.61, 0.75, -6.13)
F (-1.53, -1.02, 1.43)
B (-2.39, -1.17, 2.65)
F (-3.22, -2.28, 2.24)
F (-3.14, -0.04, 2.77)
F (-1.60, -1.47, 3.71)
Cl (-1.72, -4.48, 0.18)

Löwdin population analysis, charges in e, atoms 1 to 99:
1 Y 1.245
2 C -0.063
3 C -0.260
4 C 0.056
5 C -0.209
6 N 0.180
7 N 0.024
8 B -0.783
9 N 0.010
10 N 0.197
11 C -0.200
12 C 0.082
13 C -0.224
14 C -0.044
15 C -0.542
16 S 0.794
17 C -0.545
18 C -0.031
19 C -0.047
20 C -0.031
21 N -0.018
22 N 0.227
23 C -0.166
24 C 0.102
25 C -0.194
26 C -0.007
27 C -0.462
28 S 0.878
29 C -0.547
30 C -0.041
31 C -0.057
32 C -0.031
33 C -0.652
34 S 0.733
35 C -0.535
36 C -0.032
37 C -0.029
38 C -0.027
39 H 0.087
40 H 0.076
41 H 0.076
42 H 0.127
43 H 0.131
44 H 0.091
45 H 0.085
46 H 0.091
47 H 0.092
48 H 0.085
49 H 0.094
50 H 0.066
51 H 0.094
52 H 0.079
53 H 0.082
54 H 0.077
55 H 0.095
56 H 0.124
57 H 0.092
58 H 0.099
59 H 0.097
60 H 0.093
61 H 0.066
62 H 0.093
63 H 0.094
64 H 0.094
65 H 0.088
66 H 0.081
67 H 0.092
68 H 0.093
69 H 0.061
70 H 0.077
71 H 0.097
72 H 0.076
73 H 0.093
74 H 0.083
75 H 0.078
76 H 0.081
77 H 0.095
78 C -0.026
79 C -0.139
80 N -0.090
81 N 0.030
82 C -0.032
83 B -0.630
84 N 0.032
85 C -0.039
86 C -0.027
87 C -0.127
88 N -0.042
89 N 0.024
90 C -0.055
91 C -0.027
92 C -0.109
93 N -0.062
94 N -0.028
95 C -0.104
96 C -0.054
97 C -0.142
98 N 0.070
99 H 0.102

=====

[2]
A molecular structure, C39H51BrN2S4ScSi4Te. Source: the Open Molecules 2025 dataset; level of theory: the ωB97M-V functional and the def2-TZVPD basis.

Computed properties:
HOMO: -0.15298 Ha
Electronic energy: -217147.60181 eV
Charge: -1

CARTESIAN COORDINATES (ANGSTROEM)
Sc (-1.53, 0.19, 0.67)
S (-1.34, 2.36, -0.82)
C (-1.72, 1.86, -2.47)
C (-2.41, 2.69, -3.36)
C (-2.68, 2.29, -4.65)
C (-2.26, 1.04, -5.10)
C (-1.56, 0.21, -4.24)
C (-1.31, 0.61, -2.94)
S (-0.30, -0.27, -1.78)
C (-0.73, -1.99, -2.04)
C (-1.64, -2.57, -0.99)
C (-1.64, -3.93, -0.86)
C (-2.56, -4.53, 0.05)
C (-3.45, -3.75, 0.69)
C (-3.48, -2.31, 0.47)
C (-4.49, -1.58, 1.01)
S (-4.00, 1.77, 1.23)
C (-3.43, 3.21, 2.08)
C (-4.37, 4.19, 2.42)
C (-3.99, 5.32, 3.12)
C (-2.67, 5.44, 3.53)
C (-1.76, 4.44, 3.25)
C (-2.11, 3.28, 2.53)
S (-0.87, 2.06, 2.32)
N (-2.42, -1.72, -0.25)
H (-2.74, 3.66, -3.00)
H (-3.23, 2.94, -5.31)
H (-2.47, 0.72, -6.12)
H (-1.19, -0.75, -4.60)
H (0.19, -2.57, -2.08)
H (-1.22, -2.10, -3.02)
H (-0.97, -4.52, -1.46)
H (-2.55, -5.60, 0.21)
H (-4.19, -4.17, 1.36)
H (-5.21, -2.06, 1.64)
H (-4.59, -0.53, 0.86)
H (-5.40, 4.06, 2.11)
H (-4.72, 6.08, 3.36)
H (-2.34, 6.31, 4.08)
H (-0.73, 4.53, 3.58)
C (4.03, 2.44, 1.40)
Si (4.67, 0.68, 1.41)
C (4.57, 0.01, 3.15)
C (6.48, 0.70, 0.90)
Si (3.31, -0.63, 0.02)
Te (1.21, -0.46, 1.28)
Si (3.63, 0.07, -2.21)
C (3.33, 1.91, -2.37)
C (2.68, -0.81, -3.55)
C (5.43, -0.28, -2.61)
Si (3.85, -2.90, 0.21)
C (2.79, -3.88, -0.98)
C (3.48, -3.49, 1.95)
C (5.66, -3.28, -0.14)
H (4.53, 3.01, 2.18)
H (2.95, 2.45, 1.60)
H (4.20, 2.93, 0.45)
H (5.07, 0.70, 3.84)
H (5.07, -0.96, 3.23)
H (3.54, -0.11, 3.46)
H (7.04, 1.27, 1.64)
H (6.63, 1.17, -0.07)
H (6.90, -0.31, 0.86)
H (2.34, 2.19, -2.03)
H (3.43, 2.20, -3.42)
H (4.06, 2.48, -1.80)
H (1.62, -0.57, -3.53)
H (2.79, -1.90, -3.50)
H (3.08, -0.48, -4.51)
H (6.12, 0.12, -1.87)
H (5.67, 0.17, -3.57)
H (5.62, -1.35, -2.68)
H (1.73, -3.64, -0.84)
H (2.92, -4.95, -0.80)
H (3.05, -3.68, -2.01)
H (2.54, -3.08, 2.31)
H (4.26, -3.17, 2.65)
H (3.43, -4.58, 1.97)
H (5.96, -3.02, -1.14)
H (5.82, -4.35, 0.00)
H (6.32, -2.76, 0.56)
Br (-3.30, 0.41, 4.26)
C (-2.11, -1.01, 3.94)
C (-1.72, -1.76, 5.04)
C (-0.98, -2.90, 4.83)
C (-0.69, -3.28, 3.53)
C (-1.11, -2.46, 2.50)
N (-1.78, -1.30, 2.69)
H (-2.01, -1.43, 6.03)
H (-0.64, -3.50, 5.67)
H (-0.13, -4.17, 3.29)
H (-0.86, -2.69, 1.48)
C (-5.59, 3.00, -2.87)
C (-5.40, 1.67, -2.52)
C (-4.87, 1.34, -1.29)
C (-4.54, 2.34, -0.37)
C (-4.70, 3.67, -0.74)
C (-5.23, 3.99, -1.98)
H (-6.00, 3.25, -3.84)
H (-5.64, 0.88, -3.22)
H (-4.71, 0.30, -1.04)
H (-4.40, 4.46, -0.06)
H (-5.35, 5.03, -2.25)

Löwdin population analysis, charges in e, atoms 1 to 99:
1 Sc 0.252
2 S 0.573
3 C -0.667
4 C -0.127
5 C -0.104
6 C -0.104
7 C -0.102
8 C -0.504
9 S 0.820
10 C -0.370
11 C -0.382
12 C -0.085
13 C -0.106
14 C -0.076
15 C -0.399
16 C -0.019
17 S 0.911
18 C -0.562
19 C -0.132
20 C -0.105
21 C -0.099
22 C -0.125
23 C -0.694
24 S 0.442
25 N -0.021
26 H 0.096
27 H 0.098
28 H 0.091
29 H 0.097
30 H 0.066
31 H 0.084
32 H 0.098
33 H 0.098
34 H 0.103
35 H 0.050
36 H -0.048
37 H 0.108
38 H 0.093
39 H 0.096
40 H 0.094
41 C -0.214
42 Si 0.293
43 C -0.231
44 C -0.222
45 Si 0.043
46 Te 0.595
47 Si 0.337
48 C -0.205
49 C -0.217
50 C -0.213
51 Si 0.308
52 C -0.214
53 C -0.230
54 C -0.216
55 H 0.029
56 H 0.019
57 H 0.011
58 H 0.027
59 H 0.014
60 H -0.001
61 H 0.026
62 H 0.007
63 H 0.014
64 H 0.032
65 H 0.031
66 H 0.012
67 H -0.025
68 H 0.013
69 H 0.032
70 H 0.001
71 H 0.031
72 H 0.012
73 H 0.008
74 H 0.030
75 H 0.014
76 H -0.022
77 H 0.016
78 H 0.026
79 H 0.007
80 H 0.026
81 H 0.015
82 Br 0.846
83 C -0.715
84 C -0.114
85 C -0.056
86 C -0.048
87 C -0.222
88 N -0.027
89 H 0.093
90 H 0.107
91 H 0.111
92 H 0.058
93 C -0.115
94 C -0.086
95 C -0.101
96 C -0.493
97 C -0.094
98 C -0.099
99 H 0.098